Formula: C48H132CdClN12O16
Source: OMol25
Level of theory: the ωB97M-V functional and the def2-TZVPD basis

XYZ file:
```
210
C48H132CdClN12O16 the ωB97M-V functional and the def2-TZVPD basis
Cd -14.522 10.944 10.841
Cl -20.289 10.510 11.100
O -20.125 9.590 10.062
O -21.592 11.124 10.923
O -20.049 9.923 12.383
O -19.407 11.573 10.921
C -20.609 6.206 5.110
C -19.708 5.948 6.441
C -18.295 6.724 6.458
O -17.434 6.224 5.367
C -17.240 4.804 5.449
N -20.562 6.550 7.506
H -20.418 7.264 4.934
H -21.621 5.806 5.040
H -20.098 5.680 4.304
H -19.683 4.862 6.538
H -17.858 6.501 7.431
H -18.541 7.777 6.317
H -18.147 4.261 5.184
H -16.987 4.394 6.427
H -16.447 4.502 4.764
H -20.210 7.374 7.973
H -21.401 6.947 7.107
C -24.027 5.893 8.125
C -24.963 5.916 9.299
C -24.486 6.773 10.493
O -23.298 6.252 11.034
C -22.771 6.969 12.111
N -26.226 6.485 8.759
H -24.292 5.148 7.374
H -23.140 5.383 8.500
H -23.569 6.849 7.868
H -25.214 4.887 9.559
H -25.195 6.753 11.321
H -24.454 7.846 10.304
H -21.836 6.471 12.367
H -23.515 6.976 12.908
H -22.375 7.900 11.707
H -26.906 6.656 9.487
H -26.625 5.817 8.115
C -26.571 10.669 13.391
C -25.635 10.521 12.211
C -26.145 10.895 10.776
O -27.076 9.957 10.344
C -27.540 10.284 9.022
N -24.444 11.241 12.488
H -27.110 11.616 13.437
H -26.114 10.448 14.356
H -27.340 9.935 13.152
H -25.248 9.503 12.166
H -25.214 10.989 10.216
H -26.471 11.926 10.915
H -27.975 11.283 9.047
H -28.307 9.617 8.628
H -26.689 10.322 8.343
H -23.872 10.607 13.026
H -23.849 11.390 11.685
C -12.083 14.173 12.631
C -13.509 13.665 12.232
C -14.353 14.865 11.879
O -15.739 14.480 11.626
C -16.575 15.574 11.309
N -13.357 12.690 11.056
H -11.703 14.746 11.785
H -11.361 13.449 13.009
H -12.245 14.742 13.546
H -13.880 13.012 13.022
H -13.871 15.444 11.091
H -14.320 15.529 12.742
H -16.290 15.853 10.295
H -16.460 16.480 11.904
H -17.644 15.384 11.225
H -12.349 12.669 11.118
H -13.325 13.194 10.181
C -19.638 12.070 15.468
C -18.545 12.973 14.861
C -17.392 13.161 15.818
O -17.874 13.746 17.036
C -18.116 15.162 17.121
N -18.073 12.300 13.589
H -19.296 11.036 15.430
H -20.428 12.270 14.744
H -19.852 12.419 16.478
H -19.000 13.939 14.642
H -16.601 13.800 15.427
H -17.022 12.148 15.976
H -19.075 15.538 16.763
H -17.332 15.732 16.621
H -17.994 15.455 18.164
H -18.796 11.614 13.431
H -18.163 12.901 12.782
C -16.664 9.184 14.031
C -15.762 9.360 12.757
C -16.562 8.878 11.582
O -15.855 9.348 10.438
C -16.560 8.971 9.237
N -15.572 10.778 12.686
H -16.850 8.154 14.336
H -17.616 9.646 13.771
H -16.172 9.682 14.866
H -14.864 8.780 12.970
H -17.617 9.128 11.689
H -16.500 7.789 11.586
H -17.096 8.024 9.299
H -15.848 9.083 8.419
H -17.338 9.717 9.073
H -16.413 11.176 13.081
H -15.059 10.968 13.535
C -17.662 13.004 8.459
C -16.213 12.448 8.705
C -15.158 13.505 8.141
O -13.767 13.362 8.426
C -12.980 14.540 8.193
N -16.104 12.189 10.097
H -17.803 13.468 7.483
H -17.986 13.790 9.141
H -18.327 12.144 8.537
H -15.990 11.530 8.161
H -15.411 14.415 8.687
H -15.194 13.744 7.078
H -13.417 15.420 8.665
H -12.867 14.811 7.143
H -11.958 14.403 8.546
H -17.029 11.843 10.309
H -16.104 13.135 10.450
C -26.104 14.871 12.233
C -24.699 15.493 12.265
C -24.544 17.082 12.342
O -25.250 17.646 11.203
C -24.942 18.944 10.892
N -23.935 14.796 13.252
H -26.220 13.794 12.347
H -26.696 15.152 11.361
H -26.608 15.144 13.160
H -24.298 15.307 11.269
H -23.516 17.422 12.466
H -25.096 17.449 13.208
H -23.957 19.339 11.141
H -25.654 19.351 11.610
H -25.215 19.193 9.866
H -24.328 13.867 13.195
H -24.268 15.038 14.174
C -19.072 5.446 11.957
C -19.077 5.518 10.534
C -17.869 4.779 9.918
O -16.544 5.325 10.273
C -15.400 4.712 9.578
N -20.410 5.155 10.067
H -18.120 5.656 12.444
H -19.346 4.439 12.272
H -19.771 6.228 12.253
H -18.949 6.580 10.325
H -18.099 4.871 8.856
H -18.039 3.718 10.104
H -14.403 5.098 9.793
H -15.566 4.733 8.501
H -15.318 3.671 9.889
H -20.358 5.545 9.137
H -21.011 5.802 10.556
C -20.703 8.905 17.117
C -20.170 7.776 16.233
C -21.377 6.943 15.649
O -22.125 6.393 16.741
C -22.922 5.266 16.462
N -19.266 8.379 15.222
H -21.042 8.590 18.104
H -21.399 9.602 16.650
H -20.051 9.719 17.434
H -19.559 7.259 16.973
H -21.134 6.191 14.899
H -22.127 7.563 15.159
H -22.269 4.394 16.505
H -23.258 5.322 15.426
H -23.761 5.109 17.140
H -19.845 8.705 14.461
H -18.718 9.104 15.661
C -22.755 9.745 6.904
C -21.489 10.336 6.224
C -21.661 11.360 5.098
O -22.486 10.775 4.096
C -21.816 10.077 3.051
N -20.704 11.058 7.208
H -23.572 9.288 6.345
H -23.147 10.634 7.397
H -22.315 9.046 7.615
H -20.930 9.556 5.707
H -20.711 11.731 4.714
H -22.203 12.181 5.567
H -21.237 9.275 3.510
H -21.124 10.752 2.548
H -22.457 9.741 2.236
H -21.162 11.894 7.541
H -20.610 10.466 8.021
C -19.718 19.474 8.993
C -19.555 17.934 8.794
C -19.974 17.121 10.025
O -19.666 15.769 9.855
C -20.688 14.951 10.361
N -20.206 17.527 7.543
H -19.427 19.883 8.026
H -19.046 19.708 9.819
H -20.776 19.667 9.171
H -18.521 17.591 8.742
H -20.960 17.502 10.293
H -19.430 17.563 10.860
H -21.646 15.403 10.106
H -20.642 15.168 11.428
H -20.646 13.877 10.185
H -20.232 16.519 7.494
H -21.136 17.920 7.507
```

The charge is +1. The value obtained for the total energy is -119618.0948 eV. The HOMO-LUMO gap comes out at 6.3 eV.